1.
This record from the Open Molecules 2025 dataset describes a structure of composition C4H12NO2. The level of theory is ωB97M-V/def2-TZVPD.

Each line ends with the Mulliken charge.
Element x y z (Å)
C: 1.06787 -1.40384 0.12268  -0.21
C: 0.38214 0.27767 0.55889  0.83
O: -1.86017 0.97407 1.29913  -0.55
H: -3.72201 1.06528 -1.36606  0.09
H: -0.70314 -0.53485 2.22575  0.32
H: -2.32038 1.01517 0.41960  0.41
N: 1.69662 -0.42388 0.86710  -0.72
H: 1.19110 0.98798 -1.27106  0.42
H: -0.23115 0.00767 -1.44243  0.36
C: 0.23288 0.75203 -0.85134  -1.70
H: -1.40327 -0.96795 0.55532  0.30
O: -2.77288 0.88676 -1.15775  -1.05
H: 0.57929 -2.16856 0.77461  0.26
H: 1.43295 -1.70342 -0.87387  0.26
H: -0.48599 1.60555 -0.83484  0.45
C: -0.94372 -0.12637 1.18252  -0.77
H: 3.68360 -0.89634 -1.02082  0.00
H: 0.52664 1.24924 1.08214  0.31
H: 3.64963 -0.59621 -0.26956  -0.02

Atoms 1-6, force components in eV/Å:
C 4.2 1.0 4.1
C -1.3 2.9 1.1
O 1.6 -1.3 0.7
H 1.2 -0.2 0.3
H -0.4 0.5 -1.2
H -0.6 0.1 -1.3

Summary:
- lowest unoccupied orbital energy (Ha) = 0.1098
- relative energy (zero: lowest compared OMol25 entry of this formula, charge and spin) (kcal per mole) = 141.65
- 2S+1 = 1
- total charge = -1
- energy (Ha) = -364.62977
- Kohn-Sham gap (eV) = 6.49
- strongest force on any atom (eV/A) = 5.980



2.
This record from the Open Molecules 2025 dataset describes a cluster of 2 separate species, C4H12NO2 in total. The level of theory is ωB97M-V/def2-TZVPD.

Each line ends with the Mulliken charge.
Element x y z (Å)
H: -0.26077 -1.76483 0.89132  0.32
C: 1.16923 -1.31434 -0.60518  -1.18
H: 2.25206 -0.94639 -0.66510  0.31
C: -0.10764 1.45664 -0.58607  -0.34
C: 1.25448 -0.28128 1.78275  -1.32
H: 1.57671 0.80576 1.60947  0.24
H: -0.01361 0.98537 -1.66208  0.28
H: -1.23993 0.42161 1.00201  0.30
N: -0.61680 0.23008 0.19392  -0.47
H: 1.25527 -2.43238 -0.65903  0.33
O: -2.67731 -0.97212 -1.02510  -0.70
H: 0.61332 -0.34126 2.66692  0.35
H: 2.21075 -0.70596 1.94645  0.43
H: -1.65456 -0.76417 -0.87238  0.45
O: 1.02894 1.96647 -0.23631  -0.35
H: 0.72000 -0.92824 -1.53441  0.27
H: -0.96855 2.17620 -0.77088  0.39
H: -3.17444 -0.30418 -0.47654  0.28
C: 0.38197 -0.82217 0.61820  0.43

Atoms 1-6, force components in eV/Å:
H 1.0 2.0 0.1
C 1.8 0.1 -0.7
H -1.4 -0.3 0.4
C -2.0 -2.8 -0.4
C -1.0 1.8 -0.4
H -1.0 -1.5 0.1

Summary:
- lowest unoccupied orbital energy (alpha / beta) (Ha) = 0.0282 / -0.0805
- relative energy (zero: lowest compared OMol25 entry of this formula, charge and spin) (kcal per mole) = 30.89
- 2S+1 = 2
- total charge = 0
- energy (Ha) = -364.71061
- Kohn-Sham gap (alpha / beta) (eV) = 10.22 / 7.21
- strongest force on any atom (eV/A) = 3.501



3.
This record from the Open Molecules 2025 dataset describes a cluster of 2 separate species, C4H12NO2 in total. The level of theory is ωB97M-V/def2-TZVPD.

Each line ends with the Mulliken charge.
Element x y z (Å)
C: 1.60348 -0.73977 -0.09195  -0.43
H: 1.60984 -0.64767 1.02004  0.30
H: -0.03925 1.94610 0.82800  0.33
C: -0.83375 -0.00868 0.40706  0.46
H: -1.18726 1.96005 -0.48739  0.35
C: -0.96056 1.50222 0.47169  -1.44
H: -1.75886 -0.39399 -0.02731  0.31
H: 2.25137 0.08963 -0.37144  0.39
H: 0.02809 0.14151 2.37433  0.47
H: -0.43903 -1.60661 1.79712  0.40
H: 1.08078 -0.21164 -3.40562  0.29
H: 0.00050 -1.13831 -1.12522  0.45
H: 0.02380 0.28341 -2.41743  0.45
H: -1.56289 -0.40882 2.38256  0.45
C: -0.61906 -0.53634 1.83726  -1.72
O: 0.25597 0.27851 -3.36395  -0.71
N: 0.25424 -0.37872 -0.50225  -0.32
O: 2.03269 -1.89808 -0.51083  -0.42
H: -1.74012 1.76720 1.18533  0.39

Atoms 1-6, force components in eV/Å:
C -1.5 1.3 1.1
H 0.5 -0.4 0.0
H 0.3 0.1 0.1
C 0.5 0.3 0.5
H -0.1 -0.1 -0.1
C -0.3 0.2 0.1

Summary:
- lowest unoccupied orbital energy (alpha / beta) (Ha) = 0.0299 / -0.0731
- relative energy (zero: lowest compared OMol25 entry of this formula, charge and spin) (kcal per mole) = 11.81
- 2S+1 = 2
- total charge = 0
- energy (Ha) = -364.74100
- Kohn-Sham gap (alpha / beta) (eV) = 10.21 / 7.41
- strongest force on any atom (eV/A) = 2.293



4.
This record from the Open Molecules 2025 dataset describes a cluster of 2 separate species, C4H12NO2 in total. The level of theory is ωB97M-V/def2-TZVPD.

Each line ends with the Mulliken charge.
Element x y z (Å)
C: -0.09281 -0.09855 -0.33616  0.12
H: 0.69027 0.56465 -0.68412  0.20
H: -1.46093 1.17623 -1.45185  0.34
H: -0.03172 2.47977 0.40462  0.33
H: 3.40849 -1.13098 -0.42157  0.30
C: -0.74240 1.94071 1.04822  -1.25
H: -2.11759 -0.36554 -0.90575  0.30
O: -0.86278 -0.42388 -2.55933  -0.43
H: -1.74184 2.18656 0.71448  0.35
H: 0.28120 -1.87396 -1.18576  0.29
H: -0.29543 -1.99127 0.32239  0.25
C: -0.51688 0.42174 1.01361  -0.58
H: 2.64218 -2.16117 0.36088  0.33
O: 3.50822 -1.74570 0.31423  -0.66
C: -1.26049 0.11148 -1.42326  -0.48
N: 0.33933 -1.46103 -0.26023  -0.49
H: -1.48422 -0.02220 1.28742  0.34
H: 0.21495 0.07507 1.74159  0.36
H: -0.47754 2.31809 2.02059  0.35

Atoms 1-6, force components in eV/Å:
C 0.0 0.4 -0.2
H 0.5 -0.2 -0.2
H 0.1 0.6 -0.2
H -0.2 -0.3 -0.2
H 0.1 0.0 0.1
C 1.2 -0.2 -0.5

Summary:
- lowest unoccupied orbital energy (alpha / beta) (Ha) = 0.0332 / -0.0666
- relative energy (zero: lowest compared OMol25 entry of this formula, charge and spin) (kcal per mole) = 3.80
- 2S+1 = 2
- total charge = 0
- energy (Ha) = -364.75378
- Kohn-Sham gap (alpha / beta) (eV) = 10.74 / 8.27
- strongest force on any atom (eV/A) = 1.323



5.
This record from the Open Molecules 2025 dataset describes a cluster of 2 separate species, C4H12NO2 in total. The level of theory is ωB97M-V/def2-TZVPD.

Each line ends with the Mulliken charge.
Element x y z (Å)
H: 2.23612 -0.12216 1.56952  0.38
C: 1.62513 -0.50229 0.74169  -0.08
H: 1.11941 -0.70013 -3.90521  0.32
H: 1.95815 -1.63136 -2.98526  0.33
H: -1.03748 0.31182 -1.05868  0.33
H: -2.48560 0.62049 0.52490  0.34
N: -0.17760 -0.18775 -0.80838  -0.30
H: -2.52760 1.17052 2.17771  0.37
H: 0.68826 1.36540 0.26649  0.33
O: 1.85534 -1.49773 0.11159  -0.42
H: -0.11938 0.69601 2.47912  0.34
H: -1.55010 2.05438 1.02746  0.35
C: -1.86727 1.06098 1.32309  -1.24
O: 1.14033 -1.09955 -3.02880  -0.66
H: 0.50559 -0.14431 -1.58830  0.42
H: -0.76544 -0.79934 1.84174  0.37
C: -0.60495 0.24729 1.60312  -0.47
H: -0.38240 -1.18222 -0.74598  0.35
C: 0.38949 0.33994 0.45418  -0.04

Atoms 1-6, force components in eV/Å:
H 0.3 -0.2 0.1
C -0.3 0.2 -0.1
H 0.1 -0.1 -0.1
H -0.5 0.3 -0.1
H 0.2 -0.1 0.0
H 0.1 0.2 0.2

Summary:
- lowest unoccupied orbital energy (Ha) = -0.1160
- relative energy (zero: lowest compared OMol25 entry of this formula, charge and spin) (kcal per mole) = 20.50
- 2S+1 = 1
- total charge = +1
- energy (Ha) = -364.60256
- Kohn-Sham gap (eV) = 11.51
- strongest force on any atom (eV/A) = 0.744



6.
This record from the Open Molecules 2025 dataset describes a cluster of 3 separate species, C4H12NO2 in total. The level of theory is ωB97M-V/def2-TZVPD.

Each line ends with the Mulliken charge.
Element x y z (Å)
H: -2.19263 1.70239 -2.52844  0.36
H: -2.37134 -0.01554 -2.60929  0.34
H: 0.87440 1.00054 2.31130  0.38
C: -0.57793 0.67543 -1.65327  -0.11
O: 1.09885 1.07540 1.35402  -0.70
H: -1.16051 0.76116 -3.81886  0.27
H: 1.33268 0.07506 4.35066  0.31
N: 0.55607 -0.91416 -0.21630  0.09
H: 0.94055 -2.88815 -0.77959  0.31
H: -0.99637 -1.36511 -1.56018  0.30
H: -0.22796 1.63749 -1.35987  0.34
H: -0.24330 0.23105 4.37802  0.31
C: -0.30250 -0.58541 -1.28472  -0.20
H: 1.97919 -2.08191 0.63080  0.26
C: -1.65539 0.78677 -2.75249  -1.06
H: 0.50256 1.80389 1.13509  0.36
C: 1.08621 -2.07571 -0.04102  -0.17
H: 0.80086 -0.18631 0.57505  0.26
O: 0.55657 0.36310 3.86909  -0.64

Atoms 1-6, force components in eV/Å:
H -0.1 0.3 -0.7
H 0.0 -0.2 -0.4
H 0.4 -0.6 0.1
C -1.5 -1.6 -1.8
O -0.6 0.5 0.6
H -1.2 0.3 2.1

Summary:
- lowest unoccupied orbital energy (Ha) = -0.1661
- relative energy (zero: lowest compared OMol25 entry of this formula, charge and spin) (kcal per mole) = 54.80
- 2S+1 = 1
- total charge = +1
- energy (Ha) = -364.54789
- Kohn-Sham gap (eV) = 9.34
- strongest force on any atom (eV/A) = 2.836



7.
This record from the Open Molecules 2025 dataset describes a cluster of 2 separate species, C4H12NO2 in total. The level of theory is ωB97M-V/def2-TZVPD.

Each line ends with the Mulliken charge.
Element x y z (Å)
C: 1.69385 0.84788 0.45740  -0.56
C: 0.18042 0.83440 0.15580  0.26
H: 2.24755 1.09773 -0.47228  0.34
O: -2.87304 -2.35863 0.11410  -0.65
C: 2.13368 -0.52647 0.87312  -0.08
C: -0.27964 1.83535 -0.87621  -1.38
H: 2.59253 -0.68099 1.92174  0.32
H: -0.34948 0.94678 1.18340  0.35
H: -1.03731 2.57653 -0.53445  0.34
H: 0.39471 2.65516 -1.24679  0.38
H: -1.46951 -0.41039 0.11124  0.38
H: -0.38684 -0.74725 -1.16034  0.35
H: -0.05390 -1.34667 0.20056  0.38
H: -0.43204 1.45591 -1.88202  0.38
H: -2.30313 -3.02820 0.56716  0.34
N: -0.48258 -0.47069 -0.17520  -0.37
H: -3.42238 -2.88059 -0.48232  0.33
O: 1.97541 -1.44131 0.09908  -0.50
H: 1.87170 1.64145 1.14600  0.38

Atoms 1-6, force components in eV/Å:
C -0.3 -0.7 -1.7
C -1.0 0.5 2.5
H -0.3 -0.2 0.4
O 1.1 -0.7 0.5
C 1.0 -0.1 1.2
C 0.2 3.1 -0.8

Summary:
- lowest unoccupied orbital energy (Ha) = -0.1260
- relative energy (zero: lowest compared OMol25 entry of this formula, charge and spin) (kcal per mole) = 48.40
- 2S+1 = 1
- total charge = +1
- energy (Ha) = -364.55810
- Kohn-Sham gap (eV) = 11.01
- strongest force on any atom (eV/A) = 3.179



8.
This record from the Open Molecules 2025 dataset describes a cluster of 3 separate species, C4H12NO2 in total. The level of theory is ωB97M-V/def2-TZVPD.

Each line ends with the Mulliken charge.
Element x y z (Å)
H: 0.23728 -2.43546 1.09036  0.35
H: 2.03531 0.78361 -0.88536  0.32
C: 1.49110 -0.07752 -0.54410  -0.42
N: 0.21431 0.09645 -0.51646  0.19
H: -1.69134 2.32468 -2.54612  0.30
H: -2.24735 -0.48469 -1.46227  0.31
C: -0.73937 -0.89914 -0.02610  0.72
H: 1.65273 1.82990 2.20258  0.30
H: -1.29301 -1.87149 1.80037  0.39
O: -0.90851 1.89151 -2.18642  -0.65
H: -0.07997 0.97022 -0.99323  0.33
H: 2.03058 -0.57256 0.25933  0.35
C: -1.97801 -0.95063 -0.51869  -0.92
H: -2.58693 -1.80723 -0.24957  0.33
H: 0.22148 -0.94480 1.98719  0.29
O: 1.99093 1.09274 1.68108  -0.59
H: 2.21553 0.48883 2.39927  0.31
H: -0.18802 2.11501 -2.78762  0.30
C: -0.37674 -1.54945 1.29576  -1.21

Atoms 1-6, force components in eV/Å:
H -0.2 -0.1 0.2
H 0.4 0.0 -0.8
C -0.7 2.2 2.5
N 0.8 -1.4 -1.0
H 0.0 0.0 0.1
H 0.0 0.3 0.3

Summary:
- lowest unoccupied orbital energy (Ha) = -0.1739
- relative energy (zero: lowest compared OMol25 entry of this formula, charge and spin) (kcal per mole) = 62.50
- 2S+1 = 1
- total charge = +1
- energy (Ha) = -364.53562
- Kohn-Sham gap (eV) = 9.28
- strongest force on any atom (eV/A) = 3.407



9.
This record from the Open Molecules 2025 dataset describes a cluster of 2 separate species, C4H12NO2 in total. The level of theory is ωB97M-V/def2-TZVPD.

Each line ends with the Mulliken charge.
Element x y z (Å)
H: 1.49658 0.38793 -1.17701  0.40
H: -0.92615 0.24817 4.88008  0.31
H: -0.04742 0.91954 3.85183  0.31
H: -1.03364 -1.48421 0.73714  0.41
H: 2.69205 -1.15535 0.34124  0.36
N: 1.07261 0.11340 -0.27834  -0.21
C: -1.28148 -0.95354 -0.17367  -1.47
C: -0.56520 0.64108 -2.00603  0.13
H: -0.70849 1.11673 0.05888  0.27
H: 1.34983 -1.90913 -0.50339  0.40
H: -2.29245 -0.55207 -0.03445  0.39
H: -1.42176 -1.71128 -0.94592  0.42
H: 1.18440 -1.42009 1.16995  0.34
H: 1.23201 0.90985 0.33805  0.37
C: -0.47061 0.24031 -0.54742  0.22
O: -0.85926 0.40110 3.95967  -0.62
O: 0.41150 0.90515 -2.65899  -0.47
H: -1.58029 0.68413 -2.42700  0.38
C: 1.61392 -1.13218 0.21236  -0.94

Atoms 1-6, force components in eV/Å:
H 0.0 -0.1 -0.2
H -0.2 -0.3 1.5
H -0.4 -0.2 0.2
H 0.3 0.3 0.3
H 0.1 0.6 -0.3
N -0.9 1.6 -0.2

Summary:
- lowest unoccupied orbital energy (Ha) = -0.1362
- relative energy (zero: lowest compared OMol25 entry of this formula, charge and spin) (kcal per mole) = 42.19
- 2S+1 = 1
- total charge = +1
- energy (Ha) = -364.56800
- Kohn-Sham gap (eV) = 11.04
- strongest force on any atom (eV/A) = 1.962



10.
This record from the Open Molecules 2025 dataset describes a cluster of 2 separate species, C4H12NO2PS in total. The level of theory is ωB97M-V/def2-TZVPD.

Each line ends with the Mulliken charge.
Element x y z (Å)
H: -1.35250 -1.77588 0.30900  -0.01
H: -3.18133 -0.08072 -0.83240  0.24
H: -4.47123 -0.32284 1.62106  0.23
N: -3.75532 -0.43917 0.94466  -0.28
C: -0.11816 0.20922 -0.42068  -0.66
C: 4.05243 0.89473 0.29554  -0.74
H: 1.25417 1.74948 -0.82267  0.49
H: 1.42871 1.19473 0.89640  0.37
H: 3.53854 1.51312 0.93091  0.25
H: -1.03777 0.59463 0.09137  0.24
O: -4.97361 0.76971 -0.61158  -0.51
H: -2.76486 -0.45148 1.14066  0.20
C: 1.23572 0.95456 -0.19986  -0.72
P: 0.02299 -1.55558 0.42171  0.23
H: 1.56896 -2.49402 -1.07765  0.33
O: 0.64469 -2.49038 -0.78406  -0.49
H: 4.55519 1.48843 -0.51105  0.25
S: 2.70480 -0.12630 -0.42627  -0.14
H: -0.14822 -0.01599 -1.54694  0.26
C: -4.03736 0.16462 -0.18888  0.14
H: 4.83417 0.21912 0.77072  0.29

Atoms 1-6, force components in eV/Å:
H -0.4 -0.6 -0.7
H 0.4 0.5 -0.8
H -0.1 0.0 1.4
N -0.5 -0.2 1.4
C 1.4 -2.4 -0.2
C 1.6 -1.9 -2.4

Summary:
- lowest unoccupied orbital energy (Ha) = 0.0238
- relative energy (zero: lowest compared OMol25 entry of this formula, charge and spin) (kcal per mole) = 71.10
- 2S+1 = 1
- SMILES = CSCCPO.NC=O
- total charge = 0
- energy (Ha) = -1104.33138
- Kohn-Sham gap (eV) = 9.27
- strongest force on any atom (eV/A) = 4.560